# C6H8F8O3PS

2 unconnected molecules or ions with the total composition C6H8F8O3PS (ωB97M-V/def2-TZVPD, the OMol25 dataset).

Atoms and positions in Å:
O1 1.4678 2.2840 1.0639
S1 1.6957 2.3949 -0.4130
O2 2.7429 3.4821 -0.6074
P1 2.6072 0.5582 -1.0948
F1 3.9555 0.8824 -2.0778
C1 0.2145 2.9365 -1.4045
F2 0.3969 2.7126 -2.7938
F3 0.1484 4.3475 -1.2779
C2 -1.2045 2.3878 -0.9326
F4 -1.4083 2.3784 0.4399
F5 -2.1681 3.2967 -1.4576
C3 -1.6121 0.9561 -1.5156
F6 -2.5160 0.3768 -0.6046
F7 -0.5600 0.0725 -1.6595
F8 -2.3178 1.0341 -2.7297
H1 3.1266 -0.0614 0.0965
C4 -0.4859 -1.7330 2.3344
C5 -0.1827 -2.4330 0.9945
C6 -0.5262 -3.9302 1.1229
O3 1.1340 -2.3249 0.7502
H2 0.0972 -2.1516 3.1618
H3 -0.2721 -0.6600 2.2797
H4 -1.5490 -1.8414 2.5957
H5 -0.9078 -2.0174 0.2652
H6 0.0558 -4.4230 1.9093
H7 -0.3429 -4.4624 0.1837
H8 -1.5893 -4.0623 1.3713

Charge   -1
HOMO   -3.00 eV
M   343.2 g/mol
LUMO level   1.574 eV

Mulliken population analysis, charges in e, atoms 1 to 8: -0.56, 0.97, -0.66, 0.27, -0.29, 0.49, -0.26, -0.24